{
  "formula": "C39H87N9O15",
  "method": "ωB97M-V with the def2-TZVPD basis set",
  "elements": ["C", "C", "O", "C", "C", "O", "H", "H", "H", "H", "H", "H", "H", "H", "C", "C", "O", "C", "C", "O", "H", "H", "H", "H", "H", "H", "H", "H", "C", "C", "O", "C", "C", "O", "H", "H", "H", "H", "H", "H", "H", "H", "C", "N", "C", "C", "O", "H", "H", "H", "H", "H", "H", "H", "C", "N", "C", "C", "O", "H", "H", "H", "H", "H", "H", "H", "C", "N", "C", "C", "O", "H", "H", "H", "H", "H", "H", "H", "C", "N", "C", "C", "O", "H", "H", "H", "H", "H", "H", "H", "C", "N", "C", "C", "O", "H", "H", "H", "H", "H", "H", "H", "C", "N", "C", "C", "O", "H", "H", "H", "H", "H", "H", "H", "C", "N", "C", "C", "O", "H", "H", "H", "H", "H", "H", "H", "C", "N", "C", "C", "O", "H", "H", "H", "H", "H", "H", "H", "C", "N", "C", "C", "O", "H", "H", "H", "H", "H", "H", "H"],
  "coordinates": [[2.646702, 0.596687, -0.830637], [1.813343, -0.509230, -0.209430], [0.455858, -0.065800, -0.287335], [-0.518458, -0.898278, 0.080650], [-1.874668, -0.219644, 0.090820], [-0.355523, -2.032863, 0.462023], [3.689702, 0.362897, -0.606705], [2.448256, 1.547826, -0.335984], [2.474615, 0.647301, -1.903351], [2.033355, -1.509195, -0.587499], [2.063688, -0.685664, 0.845691], [-2.540649, -0.724239, -0.605194], [-1.749052, 0.845838, -0.077060], [-2.230540, -0.412074, 1.105930], [-5.105715, -2.416242, 5.980619], [-3.576523, -2.568151, 5.879293], [-3.237321, -3.334994, 4.734063], [-3.132522, -2.698232, 3.565443], [-2.770664, -3.555645, 2.391339], [-3.370086, -1.517116, 3.426946], [-5.534171, -1.707308, 5.272469], [-5.375900, -1.935980, 6.926926], [-5.498911, -3.431144, 5.993609], [-3.133715, -1.575435, 5.827728], [-3.319518, -3.117315, 6.779835], [-1.798679, -3.998825, 2.644346], [-2.537472, -2.906376, 1.552856], [-3.420898, -4.379140, 2.111794], [-3.718646, 1.767107, 3.445976], [-5.099118, 1.319621, 3.861598], [-6.024337, 2.395329, 3.848972], [-7.214021, 2.231866, 4.404937], [-7.949159, 3.537096, 4.502200], [-7.637314, 1.174798, 4.810496], [-3.656955, 2.613250, 2.763678], [-3.272497, 0.953518, 2.864844], [-3.000937, 1.876516, 4.259617], [-5.478081, 0.527602, 3.203281], [-5.095131, 0.729757, 4.783408], [-8.779935, 3.528561, 5.201387], [-8.374687, 3.860306, 3.552327], [-7.180633, 4.235166, 4.836817], [-0.676128, 4.038050, 0.133236], [-1.388799, 4.166930, -1.133132], [-2.828696, 3.943700, -1.061737], [-0.807131, 4.575086, -2.288245], [-1.413013, 4.838305, -3.303734], [-0.793743, 3.034333, 0.553201], [-1.116158, 4.767551, 0.810104], [0.397992, 4.144907, -0.013907], [-3.188324, 3.936765, -0.039464], [-3.367996, 4.583319, -1.758994], [-3.027137, 2.955999, -1.500243], [0.292033, 4.615791, -2.173520], [0.159591, -2.463307, -3.883683], [1.463041, -3.094523, -4.111489], [2.506451, -2.698855, -3.203692], [1.626309, -4.038780, -5.060992], [2.667579, -4.421971, -5.556493], [-0.271304, -2.999085, -3.028286], [-0.483526, -2.424410, -4.755210], [0.366194, -1.450525, -3.535592], [2.254635, -2.922246, -2.158282], [3.384198, -3.326159, -3.354159], [2.792208, -1.646321, -3.181394], [0.643501, -4.399044, -5.425609], [3.035509, -6.903438, -2.064990], [2.511221, -5.794704, -1.312581], [1.082874, -5.685613, -1.260810], [3.283014, -5.048404, -0.491540], [2.894747, -4.212948, 0.295148], [2.432228, -7.802968, -1.961637], [4.090809, -7.109874, -1.871617], [3.103008, -6.678208, -3.138762], [0.584550, -6.441143, -0.650295], [0.765119, -4.717057, -0.862967], [0.625329, -5.629772, -2.254310], [4.346585, -5.290942, -0.656970], [-7.806305, -0.178474, 0.857767], [-6.485838, 0.301190, 0.577370], [-5.445964, -0.710562, 0.506195], [-6.163485, 1.591922, 0.401130], [-5.046926, 2.006475, 0.133444], [-8.596913, 0.374309, 0.347112], [-8.062486, -0.209654, 1.922682], [-7.941038, -1.208166, 0.520527], [-5.329576, -1.265022, 1.445753], [-5.723195, -1.479667, -0.218967], [-4.452706, -0.317213, 0.321910], [-7.018386, 2.267645, 0.577987], [2.103841, 3.888460, 2.752847], [1.104578, 2.907626, 3.166129], [1.458303, 1.556472, 2.792857], [-0.125476, 3.255179, 3.582400], [-0.486624, 4.410989, 3.681775], [1.876745, 4.867619, 3.169442], [2.267830, 3.951401, 1.679953], [3.000418, 3.606543, 3.313921], [1.666799, 1.503131, 1.720303], [2.419613, 1.263532, 3.226104], [0.688646, 0.839404, 3.070918], [-0.764004, 2.406750, 3.857329], [5.698013, 1.190390, -3.501457], [4.693423, 1.156353, -4.571047], [4.096163, 2.429036, -4.940542], [4.588195, 0.129227, -5.441068], [3.999349, 0.171476, -6.505281], [5.755371, 2.199630, -3.096737], [6.760412, 1.007665, -3.687247], [5.326146, 0.477126, -2.765103], [3.995227, 2.523978, -6.020888], [3.118324, 2.572459, -4.477760], [4.700798, 3.299937, -4.681009], [5.128790, -0.776285, -5.110194], [5.705969, 2.564568, 0.592238], [6.038663, 2.376319, 1.980908], [5.734700, 1.039414, 2.460283], [6.746509, 3.266817, 2.716073], [7.013848, 4.372727, 2.286296], [6.015620, 1.677505, 0.031645], [6.054195, 3.459398, 0.084068], [4.623151, 2.612620, 0.420556], [4.672916, 0.796174, 2.485892], [6.317044, 0.281797, 1.931637], [6.064337, 0.977863, 3.502122], [7.021929, 2.920755, 3.720526], [-4.333980, 0.336063, -2.948213], [-5.119870, 0.919223, -4.028708], [-6.061584, 1.999765, -3.688320], [-5.195898, 0.298576, -5.230307], [-5.791931, 0.778945, -6.174607], [-3.881646, -0.550935, -3.399226], [-4.886872, -0.003193, -2.070749], [-3.552888, 1.029147, -2.636155], [-6.381476, 1.909578, -2.656034], [-5.492043, 2.902236, -3.924715], [-6.901304, 1.988568, -4.379342], [-4.681831, -0.667685, -5.332583], [8.455673, -2.496671, 0.372997], [7.552175, -1.621512, -0.398473], [8.186702, -0.707868, -1.318659], [6.237189, -1.909395, -0.454509], [5.515595, -1.439123, -1.323885], [9.313249, -2.696305, -0.264848], [7.932333, -3.400364, 0.673492], [8.816439, -2.027068, 1.290528], [9.158994, -0.471478, -0.869161], [8.459426, -1.141005, -2.280975], [7.759039, 0.289893, -1.378869], [5.877769, -2.628860, 0.294394]],
  "forces_ev_per_a": [[0.30, -0.67, 0.67], [0.72, -0.02, 0.88], [-0.15, -0.25, -0.40], [-0.58, -0.15, 0.42], [0.89, -0.33, 0.44], [0.33, 0.09, -0.32], [0.08, -0.04, -0.42], [-0.26, 0.09, -0.24], [0.10, 0.20, -0.03], [-0.59, 0.17, -0.71], [-0.09, 0.49, 0.08], [0.01, 0.21, -0.14], [-0.39, 0.00, -0.22], [-0.30, 0.18, -0.06], [0.49, 0.46, 0.51], [-1.77, 0.96, 0.37], [0.66, -0.64, -0.26], [-1.21, 0.42, -0.57], [1.55, -0.20, 0.27], [0.23, 0.07, 0.36], [-0.01, -0.62, -0.58], [0.28, -0.30, 0.22], [-0.55, 0.22, -0.36], [0.39, -0.17, 0.09], [0.78, -0.13, -0.28], [-0.13, -0.21, -0.07], [-0.34, 0.00, -0.10], [-0.36, 0.18, 0.31], [0.91, -0.70, -0.54], [-0.12, -1.59, -0.51], [0.61, 0.71, 0.15], [-1.09, -0.55, 0.38], [0.24, 0.38, 0.09], [0.26, -0.08, -0.11], [-0.44, 0.25, 0.28], [-0.18, -0.10, 0.03], [-0.38, 0.46, 0.27], [0.05, 0.38, -0.49], [-0.01, 0.81, 0.49], [0.16, -0.39, 0.18], [0.36, -0.02, -0.17], [-0.35, 0.41, -0.16], [-0.24, -0.29, -0.61], [-0.03, 0.07, 0.36], [0.24, -0.93, -1.28], [-0.19, -0.23, 0.82], [0.12, -0.07, -0.25], [-0.25, -0.01, 0.02], [0.49, 0.01, 0.38], [-0.04, 0.47, 0.00], [-0.06, 0.29, -0.03], [0.07, 0.55, 0.46], [-0.08, -0.10, 0.43], [0.00, 0.19, -0.23], [0.84, -0.53, 1.14], [-0.20, 0.67, 0.04], [0.78, -0.65, 0.88], [-0.15, 0.32, -0.91], [-0.02, -0.27, 0.71], [-0.63, 0.24, -0.22], [0.04, -0.24, -0.07], [-0.15, 0.10, -0.20], [-0.51, -0.06, -0.11], [0.10, 0.25, -0.45], [-0.10, 0.09, -0.63], [0.09, 0.03, -0.09], [0.86, 0.06, -1.37], [-0.25, -0.21, 0.31], [-1.21, 1.20, -0.15], [0.21, -0.32, -0.30], [0.03, 0.22, 0.02], [0.04, -0.02, 0.30], [-0.18, -0.04, 0.74], [-0.58, 0.13, 0.02], [0.20, -0.24, -0.12], [0.50, -0.07, 0.42], [0.33, -0.64, -0.15], [0.12, 0.09, 0.20], [-1.21, -0.31, 0.37], [0.86, -0.63, -0.22], [0.08, -0.87, 0.49], [0.07, 0.43, 0.29], [-0.23, -0.05, 0.01], [0.25, 0.31, 0.00], [0.25, 0.21, 0.06], [0.37, 0.04, -0.19], [-0.30, 0.26, 0.20], [0.14, 0.18, -0.28], [-0.33, 0.41, -0.33], [-0.01, 0.00, -0.20], [0.00, 0.15, 1.63], [0.66, -0.39, -0.86], [0.39, -0.05, -0.17], [0.05, 0.79, -0.01], [-0.34, -0.07, 0.13], [-0.46, 0.01, -0.32], [-0.02, -0.18, -0.08], [0.38, -0.07, -0.63], [-0.47, -0.03, -0.11], [-0.17, 0.01, 0.46], [-0.02, 0.02, -0.02], [-0.04, -0.20, -0.06], [-0.69, -0.33, 0.73], [0.93, 1.32, -0.23], [-0.20, 0.62, -0.50], [0.34, -0.31, -0.52], [-0.10, -0.08, 0.41], [-0.59, -0.04, 0.21], [-0.23, -0.57, -0.94], [0.60, 0.20, 0.47], [-0.26, -0.41, -0.02], [-0.06, -0.10, -0.05], [0.27, -0.34, 0.40], [-0.05, 0.05, 0.07], [-0.83, -0.05, -0.92], [-0.32, -0.93, 0.00], [0.75, 0.23, 1.12], [-0.36, 0.84, -1.02], [0.30, -0.12, 0.47], [0.24, 0.07, -0.06], [0.65, 0.08, 0.62], [-0.10, -0.12, 0.43], [-0.07, 0.11, -0.45], [-0.26, -0.05, -0.30], [-0.02, 0.02, -0.02], [-0.02, -0.12, 0.06], [0.22, -0.29, -0.89], [-0.67, -0.99, 1.22], [1.20, 0.01, -1.27], [-0.44, 0.86, -0.40], [-0.17, -0.25, -0.10], [0.33, 0.02, 0.30], [-0.35, 0.31, -0.12], [0.04, -0.05, 0.13], [0.14, 0.15, 0.10], [-0.48, 0.45, 0.65], [-0.06, -0.22, 0.06], [0.29, 0.03, 0.33], [-0.34, 0.69, -0.06], [0.28, -0.65, 0.89], [1.48, 0.46, 0.64], [-0.05, 0.36, -1.39], [-0.29, -0.01, 0.59], [0.02, -0.43, 0.10], [0.09, -0.15, -0.23], [0.02, 0.22, -0.07], [0.02, -0.14, 0.03], [-0.61, 0.00, -0.23], [-0.77, -0.34, -0.30], [0.03, 0.02, 0.08]],
  "de_lowest_kcal_mol": 0.00,
  "homo_lumo_gap_ev": 9.1,
  "spin_multiplicity": 1,
  "lumo_energy_ev": 0.119,
  "smiles": "CCOC(C)=O.CCOC(C)=O.CCOC(C)=O.CN(C)C=O.CN(C)C=O.CN(C)C=O.CN(C)C=O.CN(C)C=O.CN(C)C=O.CN(C)C=O.CN(C)C=O.CN(C)C=O",
  "e_homo_ev": -8.939
}